ORCA calculation (ωB97M-V/def2-TZVPD) on a cluster of 2 separate species, C4H16N3O in total.

The value obtained for the energy above the lowest of the compared OMol25 structures with the same formula, charge and spin is 170.0 kJ/mol. As for the total energy: -10918.095 eV. The HOMO energy comes out at -12.675 eV.

```
! wB97M-V def2-TZVPD RIJCOSX def2/J DEFGRID3
* xyz 1 1
N -1.459 1.611 0.166
C -0.853 1.365 1.573
C -0.829 -0.210 1.821
N -0.227 -0.847 0.696
C 1.225 -0.984 0.621
C 1.613 -0.446 -0.743
N 1.514 -1.400 -1.821
H -2.448 1.620 0.217
H -1.074 0.798 -0.348
H -1.229 2.553 -0.292
H -1.365 1.997 2.339
H 0.248 1.695 1.499
H -1.924 -0.525 2.092
H -0.185 -0.213 2.750
H -0.696 -1.733 0.495
H 1.648 -0.400 1.513
H 1.743 -1.971 0.737
H 2.539 0.034 -0.692
H 0.926 0.399 -1.043
H 2.214 -1.146 -2.596
H 1.373 -2.332 -1.593
H -0.254 -0.414 -2.257
H -1.559 0.171 -2.912
O -0.939 0.377 -2.224
*
```

ORCA calculation (ωB97M-V/def2-TZVPD) on a structure of composition C38H82BrN4O13S6.

As for the total energy: -208355.668 eV. The HOMO energy comes out at -9.797 eV.

```
! wB97M-V def2-TZVPD RIJCOSX def2/J DEFGRID3
* xyz 1 1
C 6.383 -1.718 2.136
C 5.186 -2.474 1.583
O 4.196 -2.638 2.241
O 5.279 -3.010 0.329
C 5.407 -2.023 -0.711
C 4.207 -2.042 -1.669
C 2.844 -2.227 -0.954
C 2.116 -3.470 -1.496
C 1.393 -3.303 -2.848
C 0.470 -2.074 -2.907
C -0.723 -2.317 -1.954
C -2.037 -1.757 -2.481
C -3.246 -2.067 -1.575
C -3.493 -3.567 -1.283
N -2.940 -4.477 -2.333
C -3.676 -4.496 -3.319
O -4.284 -4.389 -4.299
C -3.062 -4.006 0.106
O -1.692 -3.935 0.268
C -1.283 -4.376 1.560
C 0.019 -5.146 1.481
C 0.441 -5.631 2.889
O -0.112 -6.218 0.560
N -3.765 -3.108 1.064
C -3.230 -1.858 0.889
N -2.777 -1.232 1.942
C -2.179 0.097 1.955
C -0.645 0.062 2.204
C -0.183 1.307 2.999
C 0.555 2.300 2.065
C -0.318 2.807 0.910
C -1.581 3.586 1.352
O -1.483 4.993 1.057
C -1.985 5.306 -0.187
C -1.205 4.931 -1.437
O -3.024 5.889 -0.270
N -3.159 -1.199 -0.345
Br -4.676 -0.031 -0.317
H 6.168 -0.661 2.280
H 7.193 -1.781 1.403
H 6.703 -2.201 3.056
H 5.562 -1.022 -0.296
H 6.310 -2.265 -1.280
H 4.205 -1.069 -2.174
H 4.367 -2.784 -2.453
H 3.019 -2.385 0.111
H 2.254 -1.312 -1.038
H 2.891 -4.234 -1.637
H 1.447 -3.888 -0.735
H 0.803 -4.214 -2.995
H 2.110 -3.299 -3.675
H 0.142 -2.011 -3.953
H 1.001 -1.147 -2.680
H -0.765 -3.396 -1.814
H -0.491 -1.900 -0.965
H -2.272 -2.134 -3.481
H -1.932 -0.671 -2.590
H -4.112 -1.727 -2.143
H -4.578 -3.708 -1.298
H -3.429 -5.025 0.271
H -2.059 -4.917 2.094
H -1.045 -3.470 2.137
H 0.833 -4.499 1.129
H 0.926 -6.603 2.808
H -0.449 -5.700 3.520
H 1.174 -4.956 3.331
H 0.743 -6.400 0.166
H -3.618 -3.429 2.026
H -2.843 -1.702 2.837
H -2.627 0.635 2.797
H -2.409 0.680 1.070
H -0.396 -0.863 2.728
H -0.173 0.074 1.219
H -1.017 1.841 3.459
H 0.489 0.979 3.794
H 1.424 1.775 1.661
H 0.852 3.158 2.674
H 0.289 3.509 0.337
H -0.614 2.016 0.212
H -2.446 3.218 0.783
H -1.821 3.457 2.406
H -0.135 4.929 -1.238
H -1.510 3.919 -1.722
H -1.485 5.621 -2.227
C 2.840 -2.447 5.832
S 3.271 -3.692 4.604
O 2.888 -5.013 5.172
C 5.049 -3.525 4.788
H 1.755 -2.411 5.910
H 3.268 -2.718 6.797
H 3.217 -1.476 5.509
H 5.330 -3.724 5.822
H 5.350 -2.519 4.496
H 5.523 -4.251 4.132
C -4.333 -4.208 6.205
S -3.601 -5.183 4.889
O -3.123 -4.216 3.842
C -5.134 -5.892 4.284
H -3.538 -3.646 6.692
H -5.069 -3.521 5.788
H -4.802 -4.875 6.927
H -5.818 -5.095 3.992
H -5.578 -6.506 5.067
H -4.902 -6.514 3.422
C -1.060 -1.215 -7.283
S -0.979 -2.973 -6.914
O 0.128 -3.164 -5.936
C -0.356 -3.475 -8.523
H -1.392 -0.697 -6.385
H -0.072 -0.854 -7.570
H -1.775 -1.046 -8.087
H 0.585 -2.964 -8.727
H -1.094 -3.235 -9.288
H -0.191 -4.550 -8.499
C -2.942 10.434 0.062
S -2.268 9.794 -1.476
O -1.857 10.964 -2.302
C -3.824 9.197 -2.138
H -2.131 10.896 0.622
H -3.708 11.179 -0.157
H -3.364 9.612 0.639
H -4.536 10.017 -2.216
H -4.217 8.413 -1.490
H -3.638 8.790 -3.127
C -4.958 10.322 -7.364
S -4.277 9.343 -6.020
O -5.235 9.428 -4.883
C -2.912 10.456 -5.653
H -5.858 9.825 -7.723
H -5.209 11.318 -7.000
H -4.229 10.385 -8.172
H -3.300 11.443 -5.405
H -2.253 10.513 -6.520
H -2.360 10.062 -4.802
C 9.954 1.515 3.670
S 8.630 1.131 4.824
O 8.254 -0.291 4.601
C 7.381 2.144 4.017
H 10.833 0.947 3.966
H 9.655 1.230 2.661
H 10.176 2.581 3.715
H 7.256 1.819 2.983
H 7.686 3.190 4.051
H 6.446 2.019 4.558
*
```

ORCA calculation (ωB97M-V/def2-TZVPD) on a structure of composition C6H10N2.

The value obtained for the energy above the lowest of the compared OMol25 structures with the same formula, charge and spin is 691.5 kJ/mol. As for the total energy: -9357.270 eV. The HOMO energy comes out at -8.167 eV.

```
! wB97M-V def2-TZVPD RIJCOSX def2/J DEFGRID3
* xyz 0 1
C 0.221 0.575 -0.138
C 1.695 0.400 -0.556
C 0.196 -0.962 -0.075
C -1.197 -1.140 0.575
C -1.900 -0.160 -0.325
C -1.104 0.724 -0.806
H -0.993 1.909 0.945
H 0.464 0.652 1.820
H 1.832 0.286 -1.658
H 2.343 1.117 -0.192
H 2.520 -1.591 0.029
H -0.073 -1.633 -1.035
H -1.210 -2.254 0.430
H -1.089 -0.918 1.551
H -2.994 -0.050 -0.605
H -1.380 1.718 -1.074
N 0.220 1.486 0.941
N 1.653 -0.895 0.165
*
```

ORCA calculation (ωB97M-V/def2-TZVPD) on a cluster of 2 separate species, C3H10O in total.

The value obtained for the energy above the lowest of the compared OMol25 structures with the same formula, charge and spin is 33.3 kJ/mol. As for the total energy: -5320.268 eV. The HOMO energy comes out at -10.319 eV. As for the SMILES: CCO.C.

```
! wB97M-V def2-TZVPD RIJCOSX def2/J DEFGRID3
* xyz 0 1
C -0.131 1.209 2.334
C 0.398 -0.207 2.360
O -0.728 -1.086 2.299
H -0.797 1.385 3.196
H -0.702 1.387 1.407
H 0.701 1.932 2.379
H 1.074 -0.381 1.500
H 0.979 -0.384 3.286
H -0.395 -2.008 2.315
C -0.080 -0.370 -4.215
H -0.649 -0.648 -3.316
H -0.732 -0.439 -5.098
H 0.774 -1.053 -4.335
H 0.288 0.662 -4.111
*
```